No. 1
{"formula": "C4H11NS2", "method": "ωB97M-V/def2-TZVPD", "smiles": "CSSC[C@H](C)N", "lumo_ev": 0.7, "orbital_gap_ev": 8.45, "species": ["N", "C", "C", "C", "S", "S", "C", "H", "H", "H", "H", "H", "H", "H", "H", "H", "H", "H"], "positions_angstrom": [[-2.879, 0.827, -0.562], [-1.717, 0.727, 0.267], [-1.957, 0.905, 1.702], [-1.094, -0.668, 0.007], [0.601, -1.077, 0.312], [1.659, 0.436, -0.576], [3.156, -0.634, -0.817], [-3.724, 1.031, 0.007], [-2.760, 1.575, -1.155], [-1.002, 1.468, -0.101], [-2.777, 0.167, 2.155], [-1.111, 0.946, 2.233], [-2.466, 1.818, 1.654], [-1.954, -1.377, 0.403], [-1.024, -0.685, -1.109], [3.999, -0.025, -1.257], [2.847, -1.362, -1.640], [3.646, -1.080, 0.021]]}

---

No. 2
{"formula": "C4H11NSi", "method": "ωB97M-V/def2-TZVPD", "smiles": "C=[Si](C)C.C=N", "lumo_ev": 0.9, "orbital_gap_ev": 8.63, "species": ["C", "C", "C", "C", "N", "Si", "H", "H", "H", "H", "H", "H", "H", "H", "H", "H", "H"], "positions_angstrom": [[0.710, 2.697, -2.679], [0.514, 0.172, 2.448], [-0.802, -0.248, -0.493], [-0.524, -2.780, 1.513], [1.001, 1.496, -2.419], [-0.240, -0.869, 1.243], [-0.386, 2.920, -2.847], [1.443, 3.612, -2.488], [0.427, 1.270, 2.185], [0.554, 0.066, 3.538], [1.975, 1.411, -2.143], [-1.535, 0.471, -0.439], [-0.066, 0.261, -1.086], [-1.312, -1.066, -1.085], [-0.864, -3.039, 2.443], [-1.277, -3.025, 0.919], [0.382, -3.351, 1.391]]}

---

No. 3
{"formula": "C4H11NSi", "method": "ωB97M-V/def2-TZVPD", "lumo_ev": [0.2, 0.2], "orbital_gap_ev": [7.01, 7.00], "species": ["C", "C", "C", "C", "N", "Si", "H", "H", "H", "H", "H", "H", "H", "H", "H", "H", "H"], "positions_angstrom": [[-2.918, -0.463, 0.185], [-2.167, 0.575, -0.074], [0.923, -2.074, -0.139], [1.382, 2.307, -0.085], [1.467, -0.706, -0.207], [1.019, 0.670, 0.700], [-3.837, -0.711, -0.329], [-2.560, -1.233, 0.949], [-2.489, 1.347, -0.948], [0.080, -2.132, -0.775], [1.682, -2.874, -0.397], [0.592, -2.168, 0.921], [0.809, 2.298, -0.908], [1.031, 3.163, 0.459], [2.401, 2.344, -0.291], [1.432, -0.527, -1.210], [1.154, 0.185, 2.150]]}

---

No. 4
{"formula": "C4H11O", "method": "ωB97M-V/def2-TZVPD", "charge": -1, "lumo_ev": 3.6, "orbital_gap_ev": 5.44, "species": ["C", "O", "H", "H", "H", "C", "C", "C", "H", "H", "H", "H", "H", "H", "H", "H"], "positions_angstrom": [[-1.418, 1.661, 0.859], [-2.054, 1.868, 2.016], [-1.055, 2.557, 0.287], [-2.052, 1.121, 0.077], [-0.486, 1.034, 0.874], [1.520, -0.160, -1.621], [1.463, -1.588, -1.072], [0.389, -1.753, 0.004], [1.347, 0.577, -0.831], [2.478, 0.081, -2.081], [0.708, 0.024, -2.327], [1.216, -2.260, -1.897], [2.434, -1.832, -0.641], [0.297, -2.798, 0.312], [-0.574, -1.337, -0.280], [0.708, -1.266, 0.929]]}

---

No. 5
{"formula": "C4H11O2S", "method": "ωB97M-V/def2-TZVPD", "charge": -1, "lumo_ev": 3.5, "orbital_gap_ev": 6.16, "species": ["C", "O", "C", "C", "C", "S", "H", "H", "H", "H", "H", "H", "H", "H", "H", "H", "H", "O"], "positions_angstrom": [[0.639, -0.927, -1.332], [1.306, -1.917, -2.266], [0.049, -1.842, -0.245], [-1.134, -1.288, 0.536], [-0.714, -0.098, 1.377], [-1.382, 1.611, 0.949], [-0.188, -0.425, -1.883], [1.431, -0.250, -1.048], [-0.180, -2.701, -0.935], [0.936, -2.296, 0.281], [-1.803, -0.671, -0.216], [-1.619, -2.047, 1.138], [0.311, -0.082, 1.808], [-1.307, -0.164, 2.390], [1.349, 3.188, 0.307], [1.561, 1.813, 0.331], [2.078, -2.163, -1.716], [2.032, 2.564, 0.025]]}

---

No. 6
{"formula": "C4H11O3", "method": "ωB97M-V/def2-TZVPD", "charge": -1, "lumo_ev": 3.8, "orbital_gap_ev": 6.90, "species": ["C", "C", "C", "O", "C", "O", "H", "H", "H", "H", "H", "H", "H", "H", "H", "H", "H", "O"], "positions_angstrom": [[-0.786, 0.927, 0.084], [-1.139, -0.439, 0.748], [-0.760, -1.663, -0.103], [-1.944, -2.471, -0.422], [0.601, 1.355, 0.692], [1.508, 0.416, 0.376], [-0.563, 0.814, -0.977], [-1.640, 1.612, 0.176], [-2.227, -0.315, 0.876], [-0.678, -0.518, 1.728], [-0.240, -2.303, 0.597], [-0.262, -1.370, -1.014], [-2.665, -2.053, 0.056], [0.779, 2.418, 0.388], [0.424, 1.447, 1.798], [3.925, 0.494, -1.868], [2.566, 0.658, -1.184], [3.104, 0.990, -1.951]]}

---

No. 7
{"formula": "C4H11O3", "method": "ωB97M-V/def2-TZVPD", "charge": -1, "lumo_ev": 3.5, "orbital_gap_ev": 6.89, "species": ["C", "O", "C", "C", "C", "O", "H", "H", "H", "H", "H", "H", "H", "H", "H", "H", "H", "O"], "positions_angstrom": [[-2.269, 0.027, 0.619], [-3.775, 0.438, 0.304], [-1.233, 0.298, -0.459], [0.047, -0.506, -0.298], [1.317, -0.036, -1.017], [2.446, -0.737, -0.779], [-3.237, -0.463, -0.037], [-2.074, -0.992, 1.005], [-2.137, 0.542, 1.559], [-1.736, 0.236, -1.446], [-0.926, 1.372, -0.510], [-0.236, -1.485, -0.699], [0.253, -0.613, 0.795], [1.057, 0.015, -2.111], [1.422, 1.049, -0.750], [3.453, 1.249, 1.210], [3.051, -0.181, 0.516], [3.097, 0.380, 1.392]]}

---

No. 8
{"formula": "C4H11O3Sm", "method": "ωB97M-V/def2-TZVPD", "charge": 1, "s_squared": 12.01, "lumo_ev": [-4.3, -4.3], "orbital_gap_ev": [7.39, 8.46], "multiplicity": 7, "species": ["O", "C", "C", "O", "C", "Sm", "H", "H", "H", "H", "H", "H", "H", "O", "H", "C", "H", "H", "H"], "positions_angstrom": [[0.133, 1.570, -0.610], [-1.158, 1.690, -0.064], [-1.658, 0.344, 0.426], [-1.495, -0.596, -0.631], [-1.940, -1.902, -0.303], [0.678, -0.302, -1.898], [-1.847, 2.089, -0.825], [-1.168, 2.397, 0.782], [-2.719, 0.400, 0.715], [-1.059, 0.004, 1.288], [-3.015, -1.890, -0.073], [-1.764, -2.543, -1.175], [-1.384, -2.294, 0.562], [2.137, 0.113, 0.053], [1.103, 1.219, 0.156], [3.497, -0.037, 0.337], [3.793, -1.098, 0.257], [4.136, 0.538, -0.359], [3.729, 0.298, 1.364]]}

---

No. 9
{"formula": "C4H11O3V", "method": "ωB97M-V/def2-TZVPD", "charge": -1, "s_squared": 3.81, "lumo_ev": [3.4, 3.5], "orbital_gap_ev": [4.85, 4.14], "multiplicity": 4, "species": ["C", "H", "H", "H", "O", "V", "H", "O", "C", "O", "C", "C", "H", "H", "H", "H", "H", "H", "H"], "positions_angstrom": [[2.134, 0.060, 1.170], [3.140, -0.393, 1.178], [2.363, 0.710, 2.036], [1.444, -0.716, 1.546], [2.279, -0.086, -0.850], [2.194, -1.338, -2.196], [1.472, 0.754, -0.713], [0.975, 1.346, 0.397], [-2.185, -0.815, -1.571], [-1.393, 0.206, -1.024], [-1.122, 0.030, 0.343], [-0.339, 1.214, 0.871], [-2.174, -0.694, -2.661], [-1.789, -1.825, -1.361], [-3.203, -0.779, -1.143], [-0.538, -0.902, 0.470], [-2.056, -0.059, 0.929], [-0.336, 1.146, 1.974], [-0.867, 2.141, 0.605]]}

---

No. 10
{"formula": "C4H11O3Y", "method": "ωB97M-V/def2-TZVPD", "lumo_ev": 0.2, "orbital_gap_ev": 6.10, "species": ["C", "H", "H", "H", "O", "Y", "H", "O", "C", "O", "C", "C", "H", "H", "H", "H", "H", "H", "H"], "positions_angstrom": [[-3.507, -2.299, -0.837], [-3.621, -3.367, -1.112], [-3.996, -2.144, 0.145], [-4.129, -1.740, -1.567], [-2.165, -1.856, -0.920], [-0.263, -2.759, -1.618], [0.451, -0.859, -0.428], [0.948, -1.258, 0.366], [2.194, 2.681, -0.463], [2.165, 1.389, 0.082], [1.017, 1.137, 0.856], [1.037, -0.288, 1.375], [3.112, 2.774, -1.056], [1.330, 2.857, -1.130], [2.179, 3.449, 0.331], [0.106, 1.295, 0.247], [0.976, 1.835, 1.714], [0.194, -0.391, 2.084], [1.973, -0.458, 1.929]]}

---

No. 11
{"formula": "C4H11O3Yb", "method": "ωB97M-V/def2-TZVPD", "s_squared": 0.75, "lumo_ev": [0.1, -0.7], "orbital_gap_ev": [5.93, 7.61], "multiplicity": 2, "species": ["C", "H", "H", "H", "O", "Yb", "H", "O", "C", "O", "C", "C", "H", "H", "H", "H", "H", "H", "H"], "positions_angstrom": [[5.579, -1.467, -2.956], [6.525, -0.959, -3.206], [5.988, -2.257, -2.299], [5.182, -2.222, -3.662], [4.312, -0.062, -3.523], [3.861, 2.141, -3.548], [4.053, 0.047, -2.040], [4.964, -0.362, -1.066], [1.063, -1.168, 0.311], [2.407, -0.799, 0.472], [3.323, -1.793, 0.092], [4.716, -1.201, 0.031], [0.489, -0.238, 0.211], [0.855, -1.681, -0.646], [0.781, -1.891, 1.097], [3.061, -2.232, -0.889], [3.306, -2.602, 0.847], [5.435, -2.040, -0.003], [4.932, -0.641, 0.952]]}

---

No. 12
{"formula": "C4H11OS", "method": "ωB97M-V/def2-TZVPD", "charge": -1, "lumo_ev": 3.6, "orbital_gap_ev": 6.02, "species": ["C", "C", "S", "H", "H", "H", "H", "H", "H", "C", "O", "C", "H", "H", "H", "H", "H"], "positions_angstrom": [[-0.583, -1.220, 1.842], [-2.031, -0.904, 1.380], [-2.443, 0.897, 1.362], [-0.099, -0.632, 1.048], [-0.314, -2.277, 1.727], [-0.207, -0.764, 2.757], [-2.014, -1.172, 0.320], [-2.812, -1.284, 2.035], [0.511, 1.247, 0.306], [1.242, 1.511, -1.509], [1.101, 1.873, -0.141], [1.329, -0.012, -1.747], [2.115, 2.000, -1.943], [0.269, 1.739, -1.924], [0.381, -0.469, -1.480], [2.182, -0.379, -1.195], [1.373, -0.154, -2.838]]}

---

No. 13
{"formula": "C4H11OS", "method": "ωB97M-V/def2-TZVPD", "charge": -1, "lumo_ev": 3.5, "orbital_gap_ev": 6.12, "species": ["C", "O", "C", "H", "H", "H", "H", "H", "C", "S", "C", "H", "H", "H", "H", "H", "H"], "positions_angstrom": [[-1.493, 0.106, 1.227], [-2.065, -0.192, 0.014], [-2.511, 0.048, 2.406], [-1.013, 1.150, 1.361], [-0.674, -0.621, 1.585], [-2.040, 0.283, 3.360], [-2.935, -0.967, 2.385], [-3.280, 0.722, 2.033], [0.063, 0.031, -1.582], [1.571, 0.551, -0.647], [2.749, -0.859, -0.786], [0.346, -0.927, -1.990], [-0.078, 0.731, -2.405], [-0.832, -0.100, -0.926], [3.796, -0.482, -0.913], [2.654, -1.681, -0.028], [2.598, -1.347, -1.812]]}

---

No. 14
{"formula": "C4H11OS", "method": "ωB97M-V/def2-TZVPD", "charge": -1, "lumo_ev": 4.1, "orbital_gap_ev": 6.77, "species": ["C", "C", "S", "H", "H", "H", "H", "H", "H", "C", "O", "C", "H", "H", "H", "H", "H"], "positions_angstrom": [[0.274, 1.932, -1.935], [0.363, 0.393, -1.956], [1.780, -0.258, -1.060], [0.582, 2.294, -0.963], [0.807, 2.338, -2.799], [-0.782, 2.231, -1.990], [0.399, 0.082, -3.006], [-0.585, -0.019, -1.593], [0.926, 0.058, 0.875], [-0.407, -0.556, 2.272], [0.549, 0.364, 1.749], [-0.579, -1.816, 1.413], [-0.103, -0.756, 3.299], [-1.365, -0.024, 2.283], [-0.182, -2.723, 1.844], [-1.612, -1.927, 1.105], [-0.066, -1.612, 0.463]]}

---

The following energy relative to the best compared isomer or geometry (same formula, charge and spin) values (in kcal per mole) correspond, in order, to the records above: 42.05 86.75 120.06 9.67 27.87 29.35 84.65 0.00 77.17 8.06 94.69 26.52 52.39 11.82.